The following is a DFT calculation (ωB97M-V/def2-TZVPD) of a cluster of 8 separate species, C16H48O8 in total at a distorted geometry.

Geometry as ORCA input:
```
! RIJCOSX wB97M-V def2-TZVPD def2/J DEFGRID3
* xyz 0 1
C -5.76 0.07 -1.16
C -5.60 0.51 0.31
O -4.22 0.84 0.52
H -5.73 0.86 -1.91
H -6.76 -0.33 -1.32
H -5.14 -0.77 -1.49
H -6.01 -0.23 0.99
H -6.20 1.41 0.41
H -4.15 1.25 1.38
C 3.62 -1.44 -2.75
C 4.45 -1.14 -1.53
O 5.48 -0.32 -1.81
H 2.73 -2.02 -2.49
H 4.13 -2.20 -3.35
H 3.29 -0.54 -3.27
H 4.81 -2.11 -1.17
H 3.86 -0.58 -0.81
H 6.08 -0.80 -2.39
C -3.02 0.24 3.95
C -3.57 1.67 4.10
O -4.07 2.12 2.86
H -2.28 0.21 3.15
H -3.68 -0.57 3.62
H -2.55 -0.10 4.87
H -2.77 2.33 4.44
H -4.42 1.80 4.78
H -4.64 2.87 3.04
C 1.69 -1.43 2.68
C 1.56 -1.75 4.17
O 0.24 -1.86 4.50
H 1.33 -0.40 2.58
H 1.13 -2.02 1.96
H 2.71 -1.37 2.31
H 1.98 -0.95 4.78
H 2.02 -2.70 4.43
H 0.18 -1.92 5.46
C 1.61 2.20 -4.27
C 2.89 2.56 -3.38
O 2.49 2.30 -2.04
H 1.85 2.36 -5.32
H 0.74 2.85 -4.11
H 1.36 1.16 -4.06
H 3.30 3.57 -3.47
H 3.76 1.93 -3.60
H 3.22 2.50 -1.45
C -0.03 3.54 3.08
C 1.25 2.74 3.03
O 1.62 2.64 1.75
H -0.14 4.50 2.56
H -0.27 3.75 4.12
H -0.83 2.87 2.77
H 1.06 1.78 3.50
H 1.99 3.32 3.59
H 1.06 2.12 1.18
C -0.08 -3.84 -3.12
C 0.53 -4.41 -4.38
O 1.95 -4.39 -4.28
H -1.12 -4.08 -2.93
H 0.22 -2.80 -3.01
H 0.57 -4.10 -2.28
H 0.14 -3.94 -5.28
H 0.24 -5.45 -4.52
H 2.16 -4.84 -3.46
C -1.03 -0.39 -0.30
C 0.28 0.08 -0.86
O 0.04 1.35 -1.37
H -1.80 -0.51 -1.06
H -1.33 0.30 0.49
H -0.94 -1.40 0.09
H 0.62 -0.60 -1.64
H 1.03 0.08 -0.07
H 0.89 1.65 -1.72
*
```

Results
LUMO energy = 0.0244 Ha
SMILES = CCO.CCO.CCO.CCO.CCO.CCO.CCO.CCO
frontier orbital gap = 10.14 eV
HOMO energy = -9.470 eV

Mulliken atomic charge list, values in e, 5 entries: number 1, C, carries -1.26; number 2, C, carries -0.15; number 3, O, carries -0.41; number 4, H, carries 0.31; number 5, H, carries 0.39